(1)
C46H138O46 | the ωB97M-V functional and the def2-TZVPD basis

The geometry in ORCA input format:
```
! wB97M-V def2-TZVPD RIJCOSX def2/J DEFGRID3
* xyz 0 1
C 4.805 -1.915 2.346
C 4.344 -2.230 0.908
O 2.971 -2.600 0.923
O 4.151 -0.666 2.732
H 5.886 -1.778 2.325
H 4.491 -2.723 3.007
H 4.950 -3.054 0.531
H 4.452 -1.248 0.449
H 2.510 -1.820 1.238
H 4.412 -0.532 3.646
C -6.422 0.680 0.153
C -5.079 1.208 -0.072
O -4.158 0.500 0.729
O -6.363 -0.648 -0.209
H -7.265 1.178 -0.325
H -6.729 0.757 1.196
H -5.146 2.263 0.196
H -4.870 1.116 -1.138
H -4.524 -0.385 0.790
H -6.726 -0.831 -1.079
C -4.395 -5.022 -0.409
C -3.620 -3.709 -0.872
O -2.192 -3.741 -0.689
O -4.502 -5.044 0.967
H -3.676 -5.813 -0.623
H -5.336 -5.309 -0.878
H -3.888 -2.962 -0.124
H -3.832 -3.489 -1.918
H -1.989 -3.893 0.237
H -5.135 -4.369 1.221
C 0.987 1.993 -5.586
C 1.493 1.689 -4.120
O 0.850 2.490 -3.175
O -0.143 1.133 -5.819
H 1.834 1.803 -6.245
H 0.666 3.034 -5.555
H 2.580 1.776 -4.099
H 1.331 0.636 -3.890
H 0.648 1.982 -2.386
H -0.334 1.358 -6.732
C -1.062 -2.818 -3.853
C -1.725 -1.539 -3.258
O -1.001 -0.361 -3.408
O -1.312 -2.858 -5.257
H -1.372 -3.732 -3.347
H -0.010 -2.651 -3.620
H -1.753 -1.548 -2.169
H -2.727 -1.501 -3.686
H -0.910 -0.144 -4.339
H -0.850 -3.611 -5.633
C -5.957 -1.014 -3.165
C -5.777 -2.450 -3.761
O -6.281 -3.428 -2.992
O -7.258 -0.716 -2.758
H -5.506 -0.394 -3.940
H -5.180 -0.933 -2.405
H -4.771 -2.834 -3.932
H -6.051 -2.507 -4.814
H -7.203 -3.559 -3.226
H -7.717 -0.354 -3.519
C -5.864 -0.665 -7.825
C -4.495 -1.124 -7.427
O -4.100 -0.680 -6.129
O -6.914 -1.172 -6.914
H -5.984 -0.952 -8.870
H -5.910 0.424 -7.853
H -3.742 -1.024 -8.209
H -4.551 -2.213 -7.438
H -3.522 -1.348 -5.754
H -7.088 -0.435 -6.324
C 1.310 -4.986 -0.248
C 2.362 -4.904 -1.397
O 2.764 -3.629 -1.746
O 0.528 -6.183 -0.277
H 0.636 -4.135 -0.346
H 1.932 -4.785 0.624
H 1.871 -5.311 -2.281
H 3.241 -5.511 -1.177
H 2.821 -3.171 -0.904
H -0.286 -5.901 0.146
C -2.799 3.457 1.902
C -1.496 3.727 1.014
O -0.285 3.824 1.677
O -2.781 2.295 2.653
H -3.742 3.508 1.358
H -2.746 4.305 2.585
H -1.655 4.576 0.349
H -1.399 2.903 0.307
H -0.361 3.276 2.461
H -3.031 1.507 2.165
C 0.033 -0.272 -0.486
C 0.838 0.384 0.623
O 1.268 -0.594 1.607
O -0.427 0.953 -1.218
H -0.711 -0.853 0.059
H 0.677 -0.949 -1.048
H 0.269 1.134 1.172
H 1.757 0.926 0.402
H 1.774 -0.193 2.318
H -0.888 0.611 -1.988
C 6.763 2.102 4.459
C 8.194 2.290 3.780
O 8.270 1.450 2.611
O 5.680 2.831 3.880
H 6.814 2.554 5.449
H 6.617 1.031 4.599
H 9.004 1.967 4.434
H 8.451 3.350 3.756
H 7.542 1.646 2.017
H 5.613 2.610 2.948
C -5.644 -1.415 3.723
C -6.573 -2.292 2.828
O -6.008 -2.847 1.667
O -4.544 -2.012 4.257
H -6.119 -1.045 4.632
H -5.401 -0.520 3.150
H -7.537 -1.816 2.650
H -6.837 -3.166 3.424
H -6.239 -2.082 1.136
H -4.038 -2.306 3.496
C 4.734 -1.790 -4.082
C 6.072 -2.213 -4.752
O 7.036 -1.253 -4.427
O 4.346 -0.516 -4.610
H 5.010 -1.613 -3.042
H 3.965 -2.562 -4.122
H 5.847 -2.380 -5.806
H 6.490 -3.058 -4.205
H 7.941 -1.521 -4.603
H 5.184 -0.069 -4.468
C 6.257 0.831 0.064
C 7.438 0.938 -0.827
O 8.639 0.641 -0.114
O 6.182 1.875 0.961
H 6.267 -0.038 0.722
H 5.435 0.824 -0.651
H 7.472 1.904 -1.332
H 7.363 0.152 -1.578
H 8.807 1.357 0.503
H 5.567 2.473 0.531
C -1.691 -3.080 3.056
C -0.274 -3.539 2.828
O 0.756 -2.625 3.423
O -1.954 -1.824 2.495
H -1.777 -2.889 4.126
H -2.431 -3.852 2.844
H -0.099 -3.495 1.753
H -0.164 -4.473 3.379
H 1.177 -2.105 2.736
H -1.396 -1.125 2.845
C 1.800 -3.740 -6.406
C 1.489 -2.218 -6.516
O 2.696 -1.458 -6.852
O 0.596 -4.367 -6.248
H 2.501 -4.061 -5.635
H 2.274 -4.115 -7.313
H 1.059 -1.983 -5.543
H 0.774 -1.882 -7.267
H 3.072 -1.354 -5.975
H 0.538 -5.160 -6.785
C -3.444 4.410 5.571
C -2.444 3.163 5.778
O -1.958 3.266 7.112
O -2.769 5.637 5.490
H -4.399 4.287 6.080
H -3.808 4.148 4.577
H -1.599 3.363 5.118
H -2.971 2.230 5.577
H -2.437 2.659 7.680
H -2.206 5.580 6.265
C 2.110 2.852 5.718
C 2.050 1.792 4.540
O 3.255 1.092 4.387
O 3.253 3.794 5.773
H 1.915 2.418 6.699
H 1.305 3.586 5.685
H 1.765 2.306 3.623
H 1.311 1.056 4.856
H 3.987 1.713 4.411
H 3.623 4.248 5.012
C 2.973 5.313 1.366
C 3.097 4.033 0.545
O 4.366 3.849 -0.068
O 2.154 5.068 2.539
H 2.474 6.031 0.715
H 3.998 5.526 1.670
H 2.320 4.129 -0.213
H 2.891 3.087 1.046
H 4.388 4.495 -0.777
H 1.213 5.098 2.352
C 5.487 -2.290 7.837
C 5.590 -1.742 6.306
O 6.906 -1.673 5.863
O 5.884 -3.636 7.814
H 4.436 -2.165 8.095
H 6.238 -1.762 8.425
H 5.296 -0.693 6.317
H 4.954 -2.213 5.556
H 7.184 -2.498 5.458
H 6.766 -3.611 7.435
C -3.394 5.693 -2.841
C -2.342 4.583 -2.708
O -1.057 5.135 -2.334
O -3.271 6.503 -4.018
H -3.312 6.416 -2.029
H -4.437 5.407 -2.707
H -2.166 4.088 -3.663
H -2.568 3.794 -1.991
H -0.380 4.458 -2.269
H -2.390 6.867 -4.128
C 0.139 -0.375 7.930
C 0.380 -1.387 6.819
O -0.011 -0.878 5.491
O 0.678 -1.085 9.058
H -0.918 -0.176 8.105
H 0.657 0.584 7.906
H -0.190 -2.295 7.016
H 1.446 -1.610 6.765
H 0.145 -1.580 4.855
H 1.442 -0.677 9.472
C -5.144 2.836 -5.313
C -3.640 2.980 -5.835
O -3.231 4.344 -6.067
O -5.210 3.229 -3.883
H -5.425 1.790 -5.189
H -5.915 3.304 -5.925
H -3.599 2.320 -6.702
H -2.923 2.508 -5.162
H -3.461 4.837 -5.276
H -5.977 3.790 -3.745
*
```

Values from the calculation:
**F_max**: 4.17 eV Å⁻¹
**E_tot**: -5295.9069 hartree
**Relative energy (zero: lowest compared OMol25 entry of this formula, charge and spin)**: 8.069 eV
**LUMO**: -0.23 eV

=====

(2)
H14O7 | the ωB97M-V functional and the def2-TZVPD basis

The geometry in ORCA input format:
```
! wB97M-V def2-TZVPD RIJCOSX def2/J DEFGRID3
* xyz 0 1
H -1.142 0.219 0.479
H -0.297 1.187 1.009
H -0.148 2.689 -4.133
H -1.273 2.086 -3.148
H -1.852 1.844 -0.420
H -1.485 2.805 0.789
H 1.776 -0.404 4.384
H 3.139 0.160 4.423
H -0.351 -1.422 -3.013
H -0.228 -0.824 -4.398
H -2.101 -2.812 0.805
H -2.240 -2.672 -0.705
H 3.303 -1.018 2.795
H 2.743 -1.761 1.792
O -0.186 0.345 0.675
O -1.080 2.839 -3.696
O -1.784 1.870 0.556
O 2.335 0.108 3.896
O -0.774 -1.467 -3.916
O -1.580 -2.852 -0.069
O 3.224 -0.922 1.895
*
```

Values from the calculation:
**F_max**: 4.58 eV Å⁻¹
**E_tot**: -534.9647 hartree
**Structure (SMILES)**: O.O.O.O.O.O.O
**Relative energy (zero: lowest compared OMol25 entry of this formula, charge and spin)**: 4.331 eV
**LUMO**: 0.09 eV

=====

(3)
C2Cl2 | the ωB97M-V functional and the def2-TZVPD basis

The geometry in ORCA input format:
```
! wB97M-V def2-TZVPD RIJCOSX def2/J DEFGRID3
* xyz 0 1
C 1.011 0.948 0.161
C -1.014 -0.940 0.199
Cl 2.065 -0.182 -0.178
Cl -2.062 0.174 -0.182
*
```

Values from the calculation:
**F_max**: 2.87 eV Å⁻¹
**E_tot**: -996.2290 hartree
**Relative energy (zero: lowest compared OMol25 entry of this formula, charge and spin)**: 1.139 eV
**LUMO (spin up / spin down)**: -1.12 / -1.09 eV

=====

The highest F_max belongs to which entry? H14O7

=====

The highest relative energy (zero: lowest compared OMol25 entry of this formula, charge and spin) belongs to which entry? C46H138O46